(1)
Entry from OMol25: C4H8N5OPS as an isolated structure in a non-equilibrium geometry (the ωB97M-V functional and the def2-TZVPD basis).

As for the relative energy (zero: lowest compared OMol25 entry of this formula, charge and spin): 0.0 kJ/mol. As for the net charge: 0. As for the multiplicity: 1. For the LUMO energy, the calculation gives 0.5 eV. The value obtained for the HOMO-LUMO gap is 8.27 eV.

CARTESIAN COORDINATES (ANGSTROEM)
N  -2.327954  0.973290  -0.015665
H  2.169319  -0.507775  2.432102
C  -1.072083  0.719143  0.149810
H  -1.674009  3.794335  -1.885122
N  1.106430  -1.473382  -0.704919
H  2.321235  0.543578  0.971883
C  -1.608753  2.951932  -1.232944
P  0.690675  -1.086395  0.757420
H  0.529554  3.263881  -1.035528
S  0.243406  -2.872819  -1.266889
H  0.272258  -1.837746  2.653593
N  1.669862  -0.031909  1.613178
N  -0.040233  1.487615  -0.190157
C  -2.614869  2.080763  -0.739177
O  -0.825915  -0.385594  0.934275
H  -0.468869  -2.795770  1.638783
H  0.374324  -3.598158  -0.035499
H  -3.677667  2.144604  -0.882454
N  0.397836  -2.431652  1.845521
C  -0.329756  2.610277  -0.808534

Atomic forces in eV per Å
N -1.1 1.1 -0.9
H -0.7 1.0 -1.9
C 0.9 -0.2 1.4
H -0.8 0.4 -0.1
N -0.1 0.2 0.7
H -1.4 -1.4 1.6
C -0.4 -1.5 1.2
P -0.8 -0.9 0.0
H -0.5 -0.3 0.0
S 0.4 -0.4 1.8
H -0.3 -0.5 1.1
N 2.0 -0.4 -0.1
N 0.2 -0.6 0.6
C 1.0 -0.3 -0.2
O 0.9 0.2 -1.2
H -2.5 -1.1 -0.6
H -0.2 0.4 -1.9
H -0.2 0.7 -0.4
N 3.1 3.3 -0.4
C 0.5 0.4 -0.9

Charges obtained by Mulliken population analysis, quoted in units of e: -0.577, 0.279, 0.647, 0.374, -0.435, 0.292, -0.661, 0.765, 0.378, -0.220, 0.317, -0.548, -0.315, -0.077, -0.272, 0.336, 0.158, 0.442, -0.874, -0.007

=====

(2)
Entry from OMol25: C27H26AsGaN4O3S6 as an isolated structure in a non-equilibrium geometry (the ωB97M-V functional and the def2-TZVPD basis).

As for the relative energy (zero: lowest compared OMol25 entry of this formula, charge and spin): 216.1 kJ/mol. As for the net charge: -2. As for the multiplicity: 1. For the LUMO energy, the calculation gives 3.8 eV. The value obtained for the HOMO-LUMO gap is 3.94 eV.

CARTESIAN COORDINATES (ANGSTROEM)
N  1.738804  -2.079190  3.575727
H  1.134376  -0.977184  5.204979
C  -0.807862  4.441919  2.879914
C  -0.943614  3.289849  4.988627
H  -1.230053  3.273060  6.034379
C  -1.994398  -2.870883  -2.724065
C  1.383542  -4.141009  2.238130
C  -1.185067  4.419773  4.216005
S  3.605569  -0.070740  -2.917760
H  0.052542  3.326418  1.253447
C  -0.651525  -2.808443  -2.285379
C  -0.282027  2.860407  -3.902398
Ga  1.450386  0.485496  -0.435956
H  -3.781658  -1.773465  -3.040992
C  -0.219835  3.329346  2.300240
H  0.453995  -4.414873  2.734076
C  1.759006  -0.997036  2.757956
H  -0.127373  -4.866195  -2.645726
H  2.528950  -3.915295  4.070078
H  2.927171  -2.347679  -0.999471
N  1.120507  -1.460867  -1.348677
C  -2.752011  -1.734062  -2.705544
S  2.724248  -1.012801  1.356443
S  0.608840  -0.505727  -4.898666
H  -2.131798  3.705226  -6.602980
H  0.750742  2.724278  -3.607498
H  -2.861886  0.377270  -2.300117
C  0.227025  -3.908227  -2.282293
C  -0.922816  -0.392395  -1.876094
C  1.515716  -3.753281  -1.845386
H  -0.799527  -2.348255  5.854821
H  -3.428065  2.628558  -2.661619
H  -0.145909  1.292906  5.002996
As  2.644548  0.203876  -5.137360
H  1.145282  -3.548568  1.356681
C  -0.134467  -1.580930  -1.837578
H  3.245339  -3.154748  2.641682
C  1.923597  -2.502745  -1.364284
C  0.557885  0.973679  2.411785
H  -2.392514  -3.811196  -3.084018
S  -0.918194  2.175067  -1.357578
S  3.221443  1.368133  -1.460598
N  -0.227964  0.728903  -1.507980
H  -3.968789  3.303590  -4.999622
C  -1.321357  2.645699  -3.013026
H  1.683577  -2.624661  5.564656
H  2.222937  -4.569844  -1.867139
H  -0.449683  -3.524899  4.587731
S  2.682044  2.325796  -5.520830
C  -2.648257  2.795467  -3.389728
C  -0.360625  -2.475147  4.864111
O  0.150812  3.028937  -0.887382
O  0.406432  0.906853  1.147764
C  2.305752  -3.351006  3.160484
C  -0.583526  3.239370  -5.203078
H  0.234008  3.349282  -5.902694
H  1.877825  -5.054519  1.908569
C  1.092066  -2.014208  4.874140
C  0.003764  2.190150  3.069174
C  -1.902330  3.407240  -5.587256
H  -1.682131  5.278336  4.654123
C  -2.233295  -0.496383  -2.284764
C  -0.344192  2.180025  4.418718
H  -0.984201  5.324983  2.279330
N  1.052497  0.049910  3.207661
O  -2.145893  2.151776  -0.594291
H  -0.930888  -1.880875  4.152434
C  -2.937494  3.185759  -4.687037

Atomic forces in eV per Å
N 0.0 0.1 0.0
H 0.0 -0.1 0.0
C 0.0 0.1 0.1
C 0.0 0.0 0.0
H 0.0 0.0 0.0
C -0.1 0.1 0.0
C 0.0 0.0 0.0
C 0.0 0.0 0.0
S 0.3 -0.1 0.1
H -0.1 0.0 0.0
C 0.1 -0.1 0.0
C 0.0 -0.1 0.0
Ga 0.1 -0.7 -1.1
H 0.0 0.0 0.0
C 0.0 -0.1 0.0
H -0.1 0.0 0.0
C 0.1 -0.3 -0.2
H 0.0 0.0 0.0
H 0.0 0.0 0.0
H 0.0 0.0 0.0
N -0.1 -0.1 0.5
C 0.0 -0.2 0.0
S 0.1 0.1 0.2
S -0.1 0.0 0.0
H 0.0 0.0 -0.1
H 0.1 -0.1 -0.1
H -0.1 0.0 0.0
C 0.0 0.1 0.0
C -0.1 -0.1 -0.2
C -0.1 0.0 -0.1
H 0.0 0.0 0.0
H -0.1 0.0 0.1
H 0.0 -0.1 0.0
As -0.1 -0.1 -0.1
H 0.0 0.0 -0.1
C 0.0 -0.1 -0.1
H 0.0 0.0 0.1
C 0.0 0.2 -0.1
C 0.0 -0.3 -0.3
H 0.0 0.0 0.0
S 0.1 0.0 -0.3
S -0.1 0.2 0.3
N -0.1 0.4 0.7
H 0.0 0.0 0.0
C 0.0 0.1 0.1
H 0.0 0.0 0.0
H 0.0 0.0 0.0
H 0.0 0.0 0.0
S 0.2 0.0 0.0
C 0.0 0.1 0.0
C 0.1 0.0 0.0
O -0.1 0.1 0.0
O 0.2 0.2 0.5
C 0.2 -0.1 -0.1
C 0.0 0.0 0.0
H 0.0 0.0 0.0
H 0.0 -0.1 0.0
C -0.1 0.1 0.1
C -0.2 0.1 0.0
C -0.1 0.0 0.0
H 0.1 0.0 0.0
C 0.1 0.1 0.1
C 0.1 0.0 -0.1
H 0.0 0.0 0.0
N -0.1 0.4 0.0
O -0.1 0.0 0.0
H 0.0 0.0 0.0
C -0.1 0.0 0.0

Charges obtained by Mulliken population analysis, quoted in units of e: 0.198, 0.372, -0.872, -0.670, 0.382, -1.053, -0.447, -0.277, -0.369, 0.615, 1.143, -0.308, 0.498, 0.360, -0.297, 0.229, 0.503, 0.395, 0.330, 0.649, 0.654, -0.893, -0.539, -0.620, 0.354, 0.365, 0.338, -0.735, 0.641, -1.076, 0.403, 0.478, 0.346, 0.171, -0.064, -0.371, 0.479, -0.363, 0.070, 0.337, 1.680, -0.277, 0.580, 0.354, -0.033, 0.409, 0.417, 0.323, -0.711, -0.046, -1.135, -0.890, -0.562, -0.966, -0.490, 0.209, 0.373, -0.635, 0.368, -0.376, 0.358, -0.733, -0.229, 0.419, -0.339, -0.909, 0.243, -0.754

=====

(3)
Entry from OMol25: C48H46N5O6PRbS2 as an isolated structure in a non-equilibrium geometry (the ωB97M-V functional and the def2-TZVPD basis).

As for the relative energy (zero: lowest compared OMol25 entry of this formula, charge and spin): 145.4 kJ/mol. As for the net charge: -1. As for the multiplicity: 1. For the LUMO energy, the calculation gives 0.9 eV. The value obtained for the HOMO-LUMO gap is 4.27 eV.

CARTESIAN COORDINATES (ANGSTROEM)
H  3.809278  2.072981  2.740573
C  1.951516  2.240993  3.788451
C  1.266622  4.124840  1.873475
H  5.122517  6.736962  -3.815585
C  -4.046800  -0.648119  -0.344394
C  -0.645797  -1.756450  6.223985
C  -3.577034  -2.897657  2.342229
C  -1.061182  3.191376  -0.370233
H  3.449313  6.876547  -5.572408
C  3.569732  -3.533834  -2.012112
C  2.497536  3.493400  1.814411
C  2.840447  2.551642  2.771742
H  3.198227  3.748314  1.030431
H  4.055743  5.798643  -2.770165
H  3.400705  -3.905903  4.879288
H  -8.697962  -0.178550  -1.290467
C  -1.245677  3.637114  -1.667725
H  2.383851  2.158008  -2.631472
H  -1.679717  3.374855  0.484873
H  -0.681619  3.608774  -4.356356
C  -6.666773  0.182067  -0.713171
H  -1.755333  -5.947218  -2.715034
H  1.456996  0.677771  -2.312814
C  -4.515667  0.461379  0.332792
H  4.718701  5.066483  -4.232405
O  2.885498  3.842038  -5.181778
O  -1.482785  -0.294248  -0.611514
H  0.885372  -2.594383  -2.903502
O  -2.296627  -2.600490  -0.429609
C  -5.821122  0.871783  0.148747
C  -1.089235  -5.248850  -2.225377
N  -0.999571  -0.924816  4.012333
C  3.087761  -3.607541  3.883704
H  -3.591805  -4.419444  5.380291
C  3.286699  -2.480632  -1.150057
C  -1.927565  -1.873503  3.804947
C  2.250037  -2.855162  1.372169
H  3.058676  -1.528120  4.363994
H  2.501255  7.146329  -4.097585
S  -2.384364  -1.232664  0.032986
H  -4.453318  -2.168425  -1.768229
C  5.747714  -2.616797  -2.451750
C  -4.858048  -1.319200  -1.237759
C  -0.450617  -4.267631  -2.966448
C  -0.399570  -0.862336  5.173244
H  0.045109  -4.430609  0.852944
H  -6.201326  1.728569  0.685917
C  3.145164  6.445452  -4.621974
C  1.774782  1.634675  -1.896445
C  4.332151  5.988705  -3.804268
H  -8.195287  1.509797  -1.428010
C  4.791889  -3.597033  -2.659810
O  -2.274301  4.734727  -3.377477
H  -1.815789  -3.437877  6.827462
C  2.877172  -2.267898  3.589567
N  -2.243635  4.459247  -2.160130
O  1.330765  5.415754  -6.249850
H  2.829738  -4.302127  -2.188346
C  -2.572457  -1.942939  2.515886
S  2.071805  5.026870  -5.082695
C  0.568650  2.405935  -1.515519
N  -0.191332  3.111406  -2.400369
C  -3.313099  -3.737932  4.587670
C  0.715174  2.864688  3.842203
H  -0.093331  -1.675609  7.149010
H  2.237019  1.530634  4.551793
H  -1.444051  -6.036216  -0.270318
O  -3.054419  4.917252  -1.337201
H  -4.739002  -4.479355  3.195522
H  -4.069838  -2.951510  1.382583
H  0.323927  -0.064909  5.298751
C  0.403107  -3.384161  -2.340353
N  -2.167027  -1.058017  1.595491
H  -6.810453  -1.424510  -2.119080
C  2.509720  -4.200636  1.629967
H  -8.497039  0.823440  0.161470
H  4.999460  -4.415434  -3.336731
H  2.390896  -4.950749  0.853940
C  2.436089  -1.860434  2.334183
H  0.267287  5.664368  -3.658320
C  0.374732  3.807031  2.884414
H  3.075343  -5.616069  3.130946
C  -2.292396  -2.803390  4.821316
H  6.221438  -0.801643  -1.415090
C  4.260431  -1.505837  -0.939130
C  0.645424  -3.475150  -0.971149
H  2.361644  1.429259  -1.002695
H  6.697025  -2.665014  -2.966848
C  -6.166726  -0.901324  -1.424248
C  -8.101277  0.604402  -0.829032
C  0.205878  3.495304  -3.730567
H  0.859857  2.727419  -4.148614
H  1.607005  4.842456  -2.787303
N  0.062237  2.447492  -0.302946
C  5.480063  -1.571138  -1.581476
C  2.905762  -4.571132  2.902385
H  0.026909  2.635080  4.644522
H  1.004071  4.874124  1.139197
H  -0.636700  -4.179821  -4.028856
C  -0.905022  -5.303898  -0.854872
C  -3.941651  -3.765723  3.365422
P  1.711928  -2.191917  -0.245343
C  -1.591655  -2.727155  6.042255
C  0.956386  4.824695  -3.660729
H  -3.852288  0.979984  1.007141
Rb  0.168324  0.062877  1.260069
H  4.035988  -0.693965  -0.254391
H  -0.579879  4.311664  2.935182
C  -0.056379  -4.412499  -0.223736

Atomic forces in eV per Å
H 0.0 -0.1 0.0
C 0.0 0.0 0.1
C 0.0 0.1 0.1
H 0.0 0.1 0.0
C 0.5 -0.2 0.2
C -0.2 -0.3 0.1
C 0.4 0.5 -0.2
C 0.0 0.1 -0.6
H -0.1 -0.1 -0.1
C -0.1 0.0 0.1
C 0.1 0.0 0.0
C 0.1 0.0 0.0
H 0.0 0.0 -0.1
H 0.0 0.0 0.1
H 0.0 -0.1 0.1
H -0.1 0.0 0.0
C 1.0 -0.9 1.0
H 0.1 0.0 0.0
H -0.2 0.1 0.1
H 0.3 -0.2 0.1
C 0.0 0.0 0.0
H 0.0 0.0 0.0
H 0.1 -0.1 0.0
C 0.0 0.1 0.0
H 0.1 0.0 0.1
O 0.1 -0.2 0.4
O -0.6 0.2 -0.8
H 0.0 0.0 -0.1
O -0.5 0.3 -0.1
C 0.1 0.0 -0.1
C -0.1 -0.1 0.0
N 0.4 0.5 0.0
C 0.1 0.2 0.3
H 0.0 -0.1 0.0
C -0.1 0.2 -0.2
C -0.5 -0.6 0.2
C -0.2 0.1 0.3
H 0.0 0.0 0.2
H -0.1 0.2 0.0
S -0.4 -0.6 0.6
H 0.0 -0.1 0.0
C 0.1 0.0 -0.1
C 0.1 -0.1 -0.1
C -0.1 0.0 -0.2
C 0.0 0.1 -0.2
H 0.0 0.0 0.0
H 0.0 0.1 0.1
C -0.5 -0.7 0.0
C 0.0 0.0 0.0
C 0.1 -0.1 0.0
H -0.1 0.1 -0.1
C 0.1 -0.1 -0.1
O 0.0 -0.3 1.3
H 0.0 0.0 0.0
C 0.1 -0.6 0.0
N -1.6 1.5 -0.4
O -0.4 0.2 0.0
H 0.0 0.0 0.0
C -0.8 -1.0 0.5
S 0.3 0.5 0.0
C -0.3 0.2 -0.4
N -0.2 -0.1 0.3
C -0.4 -0.3 -0.2
C 0.0 0.0 0.1
H 0.0 0.0 0.0
H 0.0 -0.1 0.0
H 0.0 0.0 0.1
O 0.9 -0.6 -1.0
H 0.0 0.0 0.0
H 0.0 -0.1 0.0
H 0.1 0.0 0.0
C 0.0 0.0 0.1
N -0.2 0.7 -1.8
H 0.0 -0.1 0.0
C 0.0 -0.1 -0.1
H -0.1 0.0 0.0
H 0.0 -0.1 0.0
H 0.0 -0.1 0.0
C -0.3 1.5 -0.4
H 0.0 0.2 0.1
C -0.1 0.1 -0.1
H 0.0 -0.1 0.0
C 0.2 0.4 -0.2
H 0.1 0.0 0.0
C -0.1 0.1 0.0
C 0.0 0.1 -0.1
H 0.0 0.0 0.0
H 0.1 0.0 0.0
C 0.0 0.1 0.1
C 0.1 0.0 -0.1
C 0.2 0.0 -0.7
H -0.1 0.0 0.1
H 0.0 0.1 0.1
N -0.3 0.2 0.1
C 0.2 0.0 0.0
C 0.1 -0.4 -0.1
H -0.1 -0.1 0.0
H 0.0 0.0 -0.1
H 0.0 0.0 -0.1
C -0.1 -0.2 -0.1
C 0.1 -0.3 0.6
P 0.6 -0.8 0.1
C 0.1 0.2 0.1
C 0.5 0.1 -0.6
H 0.0 0.0 0.2
Rb 1.7 0.8 1.6
H 0.1 0.0 0.0
H -0.1 0.0 0.0
C 0.2 0.0 0.0

These are the Mulliken partial charges, in e, on atoms 1 to 99: 0.308, -0.350, -0.237, 0.367, -0.518, -0.921, -0.328, -0.434, 0.450, -0.251, -0.327, -0.402, 0.452, 0.279, 0.339, 0.362, -0.656, 0.465, 0.591, 0.350, 1.185, 0.364, 0.254, -0.728, 0.328, -0.654, -0.412, 0.482, -0.524, -0.891, -0.624, 0.143, -0.574, 0.351, 0.400, -0.415, 1.120, 0.312, 0.366, 1.474, 0.481, -0.463, -0.422, -0.707, 0.016, 0.510, 0.363, -0.606, -1.185, -1.101, 0.296, -0.680, -0.667, 0.403, -0.838, 1.093, -0.710, 0.382, 0.187, 1.309, 0.281, 0.369, -0.904, -0.345, 0.402, 0.268, 0.389, -0.637, 0.377, 0.374, 0.212, -0.938, 0.186, 0.321, -0.074, 0.362, 0.402, 0.430, -0.650, 0.463, -0.451, 0.389, 1.044, 0.402, -0.645, 0.539, 0.109, 0.364, -0.825, -1.488, -1.788, 0.737, 0.422, 0.676, -0.672, -0.944, 0.315, 0.391, 0.404